{
  "formula": "C11H36N6O11",
  "method": "ωB97M-V/def2-TZVPD",
  "elements": ["C", "O", "N", "N", "H", "H", "H", "H", "C", "O", "N", "N", "H", "H", "H", "H", "C", "O", "N", "N", "H", "H", "H", "H", "C", "C", "O", "O", "H", "H", "H", "H", "H", "H", "C", "C", "O", "O", "H", "H", "H", "H", "H", "H", "C", "C", "O", "O", "H", "H", "H", "H", "H", "H", "C", "C", "O", "O", "H", "H", "H", "H", "H", "H"],
  "coordinates": [[2.70393, 11.57712, 0.06187], [3.25221, 11.28651, 1.14542], [3.21982, 11.36815, -1.07311], [1.44302, 11.88007, -0.03975], [4.08272, 10.89927, -1.30903], [2.73651, 11.93643, -1.75397], [1.08394, 12.02343, -0.97282], [0.93330, 12.14932, 0.78958], [-4.93718, 12.29544, 2.22805], [-5.47845, 12.47920, 1.18341], [-5.14824, 11.24493, 2.98579], [-4.06095, 13.05697, 2.87369], [-4.66031, 11.25887, 3.87000], [-5.98701, 10.70419, 2.83027], [-3.72973, 12.80213, 3.79318], [-3.94433, 14.02698, 2.61763], [-7.66396, 11.73409, -1.71652], [-8.27494, 12.76051, -1.69639], [-6.38219, 11.55145, -1.67499], [-8.33044, 10.59495, -1.62169], [-6.00457, 10.64793, -1.92230], [-5.74797, 12.33607, -1.72253], [-9.33981, 10.61405, -1.59182], [-7.77385, 9.75484, -1.55457], [-2.56700, 11.50067, -0.93188], [-3.30238, 10.21992, -0.42572], [-3.51410, 9.17658, -1.32436], [-3.13333, 11.89194, -2.11106], [-1.52148, 11.19387, -0.96106], [-2.68131, 12.36603, -0.27905], [-4.29075, 10.52037, -0.07793], [-2.80590, 9.91773, 0.49639], [-4.45799, 9.00715, -1.27992], [-3.27131, 11.13730, -2.68818], [-2.88552, 5.51514, -0.61470], [-2.79859, 5.78289, 0.91691], [-1.47729, 6.03554, 1.35727], [-2.46519, 6.69417, -1.38360], [-3.91374, 5.36306, -0.94294], [-2.29095, 4.61591, -0.77585], [-3.21473, 4.90665, 1.41403], [-3.41609, 6.65082, 1.14814], [-0.98325, 6.58399, 0.74348], [-2.72909, 7.58265, -1.13352], [-5.80285, 8.04794, 1.06971], [-6.88408, 8.92189, 1.58142], [-6.90662, 8.92892, 3.02150], [-5.92134, 7.96048, -0.38019], [-5.84134, 7.12068, 1.64139], [-4.80979, 8.41665, 1.32655], [-7.76522, 8.50340, 1.09505], [-6.78315, 9.98864, 1.38152], [-6.90373, 8.06187, 3.43359], [-6.72663, 7.54507, -0.69729], [-0.87544, 13.81915, -2.75981], [-1.27748, 14.71597, -1.61211], [-0.14766, 15.11042, -0.91766], [-1.74965, 13.95453, -3.85522], [-0.66918, 12.78291, -2.49190], [0.06216, 14.16014, -3.19882], [-2.05977, 14.31468, -0.96782], [-1.74840, 15.57419, -2.09147], [-0.25776, 16.05141, -0.76268], [-2.57412, 13.50239, -3.66179]],
  "total_energy_ha": -1596.832840,
  "spin_multiplicity": 2,
  "orbital_gap_ha": [0.0732, 0.3188],
  "homo_ha": [0.00016, -0.24574],
  "total_charge": -1
}